Entry 1
Formula: C17H39N8O4SSeV
Source: OMol25
Level of theory: ωB97M-V/def2-TZVPD

Its expectation value of S² is 3.76. The calculation puts the HOMO-LUMO gap (spin up / spin down) at 0.2873 / 0.2857 Ha. As for the HOMO energy (spin up / spin down): -9.441 / -9.442 eV. The total charge is +1. Its spin multiplicity is 4.

Last column: Mulliken spin population.
Atoms and positions in Å:
V  1.33  -0.74  0.29  2.838
C  4.06  -2.98  -0.11  0.025
C  4.40  -1.48  -0.22  0.032
N  3.44  -0.58  0.46  -0.051
C  3.83  0.86  0.37  0.054
C  2.72  1.72  0.98  0.009
N  1.46  1.43  0.25  -0.026
C  1.31  2.23  -0.99  0.020
C  0.47  1.54  -2.06  0.069
C  1.15  0.30  -2.66  0.039
N  0.98  -0.87  -1.77  -0.087
C  1.54  -2.14  -2.30  0.036
C  1.23  -3.27  -1.31  0.022
N  1.54  -2.84  0.09  0.002
C  2.80  -3.40  0.65  0.018
H  4.89  -3.49  0.38  0.002
H  4.01  -3.41  -1.11  0.001
H  4.43  -1.18  -1.27  -0.011
H  5.40  -1.30  0.18  -0.004
H  3.43  -0.82  1.45  0.013
H  3.94  1.10  -0.69  -0.003
H  4.79  1.04  0.86  0.000
H  2.99  2.77  0.93  0.003
H  2.59  1.45  2.03  0.002
H  0.66  1.57  0.86  0.001
H  2.31  2.40  -1.39  -0.004
H  0.89  3.20  -0.76  -0.001
H  0.26  2.25  -2.86  0.002
H  -0.50  1.25  -1.63  -0.015
H  2.22  0.47  -2.79  -0.007
H  0.73  0.08  -3.64  -0.007
H  -0.04  -1.03  -1.67  0.011
H  2.62  -2.02  -2.41  -0.006
H  1.12  -2.38  -3.28  0.005
H  1.80  -4.16  -1.58  0.003
H  0.18  -3.52  -1.36  -0.002
H  0.78  -3.10  0.71  0.009
H  2.76  -4.49  0.64  0.003
H  2.85  -3.09  1.69  -0.005
C  -0.13  -0.80  4.44  0.005
S  0.13  -0.89  2.72  0.013
O  -0.51  0.25  2.08  0.007
O  1.61  -0.82  2.50  -0.021
O  -0.39  -2.19  2.32  0.008
H  0.34  0.11  4.81  0.000
H  0.32  -1.68  4.89  0.001
H  -1.20  -0.78  4.62  0.000
C  -5.33  2.56  -2.11  0.000
N  -4.72  3.22  -0.96  0.000
C  -5.06  4.49  -0.49  0.000
C  -4.30  4.71  0.59  0.000
N  -3.51  3.58  0.77  0.000
C  -2.56  3.40  1.87  0.000
C  -3.77  2.65  -0.19  0.000
Se  -2.98  0.99  -0.38  0.002
H  -6.08  3.23  -2.54  0.000
H  -5.80  1.63  -1.80  0.000
H  -4.58  2.33  -2.86  0.000
H  -5.80  5.11  -0.97  0.000
H  -4.24  5.57  1.24  0.000
H  -3.09  3.47  2.82  0.000
H  -1.79  4.17  1.83  0.000
H  -2.12  2.42  1.77  -0.001
N  -3.29  -2.36  -1.28  0.000
C  -2.29  -2.32  -0.36  0.011
N  -2.40  -3.11  0.73  0.001
O  -1.28  -1.63  -0.54  -0.018
H  -4.20  -2.71  -1.02  0.000
H  -3.30  -1.59  -1.93  0.000
H  -3.30  -3.50  0.99  0.000
H  -1.76  -2.89  1.48  0.000

***

Entry 2
Formula: C17H39N8O4SSeV
Source: OMol25
Level of theory: ωB97M-V/def2-TZVPD

Its expectation value of S² is 3.76. The calculation puts the HOMO-LUMO gap (spin up / spin down) at 0.2796 / 0.3152 Ha. As for the HOMO energy (spin up / spin down): -9.912 / -10.897 eV. The total charge is +1. Its spin multiplicity is 4.

Last column: Mulliken spin population.
Atoms and positions in Å:
V  -0.19  -0.21  0.63  2.934
C  -3.10  -0.40  -1.20  0.014
C  -2.58  -1.75  -0.69  0.038
N  -1.11  -1.81  -0.50  -0.040
C  -0.33  -1.88  -1.77  0.087
C  1.15  -1.77  -1.43  -0.024
N  1.37  -0.46  -0.77  -0.017
C  2.75  -0.22  -0.31  0.058
C  2.92  1.22  0.19  0.034
C  2.26  1.53  1.54  0.023
N  0.78  1.50  1.49  0.002
C  0.16  2.67  0.81  0.049
C  -1.35  2.43  0.68  0.031
N  -1.54  1.18  -0.11  -0.047
C  -2.96  0.79  -0.25  0.055
H  -2.62  -0.13  -2.15  -0.007
H  -4.16  -0.53  -1.42  -0.001
H  -3.03  -1.94  0.30  -0.015
H  -2.91  -2.55  -1.36  0.000
H  -0.89  -2.65  0.02  0.011
H  -0.54  -2.80  -2.32  0.004
H  -0.60  -1.02  -2.39  -0.025
H  1.44  -2.56  -0.73  0.009
H  1.77  -1.86  -2.33  0.000
H  1.14  0.27  -1.47  -0.053
H  2.96  -0.93  0.50  -0.033
H  3.45  -0.41  -1.12  0.002
H  3.99  1.41  0.30  -0.001
H  2.56  1.90  -0.58  -0.004
H  2.57  0.78  2.27  -0.026
H  2.60  2.51  1.89  0.002
H  0.43  1.49  2.45  0.012
H  0.38  3.60  1.34  0.003
H  0.57  2.74  -0.20  -0.016
H  -1.81  2.30  1.66  0.004
H  -1.82  3.27  0.18  -0.001
H  -1.23  1.42  -1.06  -0.035
H  -3.36  0.54  0.74  -0.013
H  -3.52  1.63  -0.66  0.004
C  -0.49  1.45  -4.84  0.000
S  -0.50  2.34  -3.30  -0.001
O  0.09  3.62  -3.57  0.000
O  -1.88  2.35  -2.83  0.001
O  0.32  1.52  -2.36  -0.022
H  -0.72  2.15  -5.64  0.000
H  -1.25  0.67  -4.79  0.000
H  0.50  1.02  -4.99  0.000
C  3.39  -4.03  0.75  0.001
N  3.60  -3.43  2.06  -0.001
C  4.78  -3.51  2.77  0.000
C  4.56  -2.91  3.96  0.000
N  3.25  -2.48  3.96  0.000
C  2.59  -1.80  5.06  0.000
C  2.66  -2.80  2.79  0.006
Se  0.89  -2.40  2.33  0.002
H  3.90  -5.00  0.72  0.000
H  3.79  -3.39  -0.04  0.000
H  2.33  -4.17  0.60  0.001
H  5.66  -3.98  2.37  0.000
H  5.21  -2.76  4.80  0.000
H  3.13  -2.03  5.98  0.000
H  1.56  -2.14  5.13  0.000
H  2.60  -0.72  4.90  0.000
N  -2.49  -1.86  3.51  0.006
C  -1.94  -0.63  3.51  0.008
N  -1.99  0.08  4.66  0.005
O  -1.42  -0.15  2.49  -0.026
H  -2.75  -2.31  4.37  0.000
H  -2.27  -2.46  2.73  0.003
H  -2.55  -0.22  5.43  0.000
H  -1.74  1.05  4.61  0.000

***

Least stable: entry 1